A 2-piece molecular cluster, C3H4OS overall. Source: OMol25; level of theory: ωB97M-V/def2-TZVPD.

The geometry in XYZ format:
```
9
Properties=species:S:1:pos:R:3:forces:R:3
C 1.07720 1.35253 0.51393 -1.4 0.0 0.1
C -0.98856 0.19960 -0.00221 2.2 -0.1 -0.1
C -0.23282 -1.02216 -0.33539 0.5 0.2 -0.5
O 2.02223 0.64684 0.50764 -0.9 0.9 -0.1
S -2.54543 0.27938 -0.18337 -0.6 1.3 0.5
H 1.03199 2.47112 0.75714 0.1 -1.0 -0.2
H -0.56530 -1.77761 0.38752 0.7 0.0 0.1
H 0.87280 -0.78116 -0.35087 -1.4 -1.2 -0.1
H -0.67212 -1.36854 -1.29440 0.8 0.1 0.3
```
Positions in Å, forces in eV/Å.

## Properties
LUMO (alpha / beta) = -0.29 / -0.25 eV
Charge = 0
E = -589.98185 Eh
ΔE to the lowest compared entry with this formula, charge and spin = 3.886 eV
HOMO-LUMO gap (alpha / beta) = 7.456 / 7.463 eV



A 2-piece molecular cluster, C23H41I2N3O4PSi2 overall. Source: OMol25; level of theory: ωB97M-V/def2-TZVPD.

The geometry in XYZ format:
```
76
Properties=species:S:1:pos:R:3:forces:R:3
C -2.50501 -1.28223 2.29051 0.7 0.4 -0.3
C -2.50671 0.29328 1.83942 0.2 -1.1 0.4
C -1.03146 0.84623 2.16297 0.5 0.2 -1.1
C -3.70386 1.08903 2.55363 -0.4 0.2 0.6
C -3.62950 0.96664 4.18420 0.4 0.2 0.2
C -3.78349 2.65650 2.20875 0.6 0.1 2.0
O -4.60111 2.99352 1.05367 2.0 -1.1 -1.7
C -4.07736 2.44951 -0.15037 -1.1 -2.5 -2.9
C -4.97811 1.37946 -0.86900 3.4 1.8 -0.7
C -4.52413 0.74338 -2.22445 3.1 3.1 1.8
C -3.15381 1.16375 -2.79998 -1.7 0.3 0.7
C -2.71758 0.47263 -4.20086 0.4 -0.4 1.1
C -2.57394 -1.12616 -3.89398 0.4 0.2 0.2
C -1.05716 -1.66133 -4.12143 -0.8 1.0 0.2
I -0.97984 -3.61764 -3.09455 0.2 0.8 -0.7
C -2.19396 2.23903 -2.12401 -2.4 -1.9 -0.2
N -0.95556 2.49920 -2.81029 -1.2 3.4 5.5
C -0.24341 3.47820 -2.05178 -1.1 -0.2 -0.6
P 1.48465 3.96275 -2.72699 4.1 -1.9 1.6
O 2.57226 3.72606 -1.64323 -3.4 1.0 -2.9
O 1.46756 5.55334 -3.33095 -1.3 -2.7 1.0
O 1.86530 2.86969 -4.00020 -1.0 2.0 1.8
C -0.70123 4.19782 -0.74667 -2.8 -2.3 -0.5
I 0.53905 5.71324 0.23879 -1.1 -1.2 -0.8
N -1.94543 3.89736 -0.12044 2.7 -1.4 -3.9
C -2.70131 2.88092 -0.80680 -0.2 0.0 0.2
H -1.77451 -1.40946 3.18102 -1.4 0.1 -1.4
H -3.54248 -1.66330 2.58066 1.4 0.5 -0.5
H -2.07217 -1.89299 1.40614 -0.8 0.9 1.6
H -2.64808 0.25951 0.68980 0.1 0.4 1.9
H -0.48223 0.29606 3.00150 -1.0 0.7 -1.1
H -0.96825 1.96712 2.37916 -0.3 -1.5 -0.3
H -0.39967 0.66765 1.20625 -0.9 0.3 1.7
H -4.73111 0.63250 2.26466 1.8 0.7 0.2
H -3.42939 1.98673 4.68673 -0.2 -1.5 -0.9
H -4.63755 0.60664 4.62790 1.8 0.4 -0.8
H -2.75185 0.28993 4.52018 -1.7 0.9 -0.6
H -2.73360 3.14789 2.16038 -1.7 -0.9 -0.2
H -4.29544 3.16349 3.11768 0.6 -0.7 -1.8
H -5.97617 1.08242 -0.39264 1.8 0.6 -0.7
H -5.19635 -0.02536 -2.73699 1.3 1.3 0.7
H -1.68540 0.81514 -4.55479 -1.6 -0.1 0.7
H -3.46656 0.70311 -5.03435 0.9 -0.4 1.3
H -2.79011 -1.28178 -2.78105 0.2 0.2 -1.7
H -3.34754 -1.73467 -4.48035 1.3 0.8 0.7
H -0.30594 -0.99278 -3.55402 -1.3 -1.1 -1.0
H -0.76905 -1.73801 -5.22724 -0.4 -0.1 1.7
H 0.71763 5.99223 -2.85748 0.7 -0.2 -0.5
H 2.49756 2.20133 -3.63207 -0.7 1.0 0.0
C 2.73145 0.86471 0.96202 0.3 0.1 0.1
Si 3.71189 -0.75270 1.04914 -2.1 -1.9 -0.7
C 4.40883 -0.85822 2.79509 0.4 0.6 0.1
C 5.13634 -0.56770 -0.16566 0.4 0.5 0.1
N 2.67158 -2.07864 0.66618 1.6 -0.3 0.4
Si 3.26766 -3.70207 0.65285 -1.4 2.6 -0.1
C 3.90047 -4.26219 2.33390 0.3 -0.6 0.0
C 4.61859 -3.97345 -0.62826 0.3 -0.6 0.0
C 1.86131 -4.88453 0.20010 0.2 -0.3 0.1
H 3.38222 1.71223 1.20123 -0.1 0.1 0.0
H 2.32591 1.02068 -0.04103 0.0 0.0 0.0
H 1.90589 0.85766 1.67873 0.0 0.0 0.0
H 4.89778 0.08781 3.06121 0.0 0.0 0.1
H 5.15946 -1.64290 2.88610 0.0 -0.1 0.0
H 3.61282 -1.03961 3.52023 0.0 -0.1 -0.1
H 4.77065 -0.57743 -1.19595 0.0 -0.1 0.1
H 5.87884 -1.35898 -0.04788 0.0 0.0 -0.1
H 5.65126 0.38560 -0.00097 0.1 0.0 -0.1
H 4.84121 -3.77624 2.59839 0.0 0.0 0.0
H 4.08664 -5.34244 2.32582 0.0 -0.1 0.1
H 3.16496 -4.05384 3.11526 0.0 0.1 -0.1
H 4.31437 -3.58882 -1.60471 0.0 0.1 0.1
H 4.82551 -5.04428 -0.73770 0.1 -0.1 -0.1
H 5.55509 -3.49387 -0.33847 0.0 0.0 0.0
H 1.46483 -4.65122 -0.79082 0.0 0.0 0.0
H 1.04902 -4.81983 0.92914 0.0 0.1 0.0
H 2.22887 -5.91730 0.18904 -0.1 -0.1 0.0
```
Positions in Å, forces in eV/Å.

## Properties
LUMO = 0.17 eV
Charge = -1
E = -2881.86724 Eh
HOMO-LUMO gap = 3.373 eV



A 4-piece molecular cluster, C29H32IN2O15PS overall. Source: OMol25; level of theory: ωB97M-V/def2-TZVPD.

The geometry in XYZ format:
```
81
Properties=species:S:1:pos:R:3:forces:R:3
C 2.34234 3.71111 -0.66992 0.1 -0.3 0.0
C 2.85515 2.87291 -1.83713 0.2 0.6 0.5
C 3.00653 1.37926 -1.58773 -1.0 0.7 -0.3
C 1.81449 0.57869 -1.01542 1.0 -2.0 0.4
P 1.58743 0.80310 0.83682 -1.3 0.7 0.4
S 0.09276 1.85910 1.48104 0.0 0.5 -0.2
N 2.33440 -0.82667 -1.10496 0.1 0.7 0.8
C 1.46914 -1.77012 -1.56589 -0.5 2.4 -0.6
O 1.71471 -2.92001 -1.60605 0.3 -2.8 0.0
C 0.14730 -1.08072 -1.94974 0.6 0.0 1.3
C -0.82024 -1.68296 -0.93806 -0.6 -0.5 0.1
O -0.71201 -1.08836 0.35758 0.2 0.6 -0.2
N -1.53617 -1.78994 1.25659 -0.5 -0.1 0.3
O -1.88690 -1.11271 2.14058 0.5 -0.2 -0.3
C 0.57780 0.39706 -1.93363 -0.3 1.3 -0.6
C -0.48088 1.53670 -2.04508 -0.4 -1.0 -0.4
I -0.24438 2.44620 -4.04122 0.0 0.1 0.1
C -1.96333 1.12444 -1.98687 -0.1 0.7 0.5
C -2.65884 1.36549 -0.63479 -0.2 -0.2 -0.9
H 2.58645 4.75716 -0.79867 0.1 0.2 -0.1
H 1.27366 3.64858 -0.51656 -0.3 -0.1 0.0
H 2.80632 3.36875 0.24931 0.1 0.1 0.3
H 2.26375 3.10602 -2.71341 -0.2 -0.3 -0.2
H 3.85050 3.24779 -2.05589 0.3 0.0 -0.2
H 3.22495 0.91565 -2.54222 0.1 -0.3 -0.2
H 3.86435 1.17546 -0.95805 0.2 0.1 0.3
H 1.50535 -0.51290 1.33528 0.4 0.1 -0.2
H 2.81684 1.28729 1.34388 0.1 -0.4 -0.4
H 2.93395 -1.13771 -0.35301 0.4 -0.2 -0.4
H -0.20802 -1.37199 -2.92784 0.1 -0.1 -0.3
H -1.85355 -1.63741 -1.25526 -0.3 0.3 -0.2
H -0.59332 -2.74126 -0.84532 0.1 -0.2 -0.1
H 1.07838 0.47225 -2.89165 0.3 -0.2 -0.2
H -0.31501 2.35327 -1.36579 0.2 0.2 0.2
H -2.48782 1.77901 -2.66318 -0.1 0.1 -0.3
H -2.15179 0.12692 -2.35750 0.2 -0.3 -0.1
H -2.65264 0.50252 0.00818 0.3 0.0 0.5
H -3.69371 1.58329 -0.87534 -0.3 0.0 0.1
H -2.25408 2.24843 -0.16775 0.2 0.1 0.4
C -0.93588 -0.37444 -8.81955 0.2 0.1 0.2
C -1.78742 0.00520 -9.77927 0.0 -0.4 0.1
C -1.89323 1.43456 -10.21910 0.2 0.5 0.1
O -2.67471 1.70859 -11.11012 -0.1 -0.2 0.0
C -1.05612 2.42276 -9.55308 -0.2 -0.1 -0.2
C -0.20593 2.04688 -8.58973 -0.1 0.4 -0.2
C -0.08129 0.60957 -8.16681 -0.2 -0.5 -0.1
O 0.72056 0.31935 -7.30076 0.1 0.3 0.1
O 0.57263 2.92467 -7.95987 0.1 -0.4 0.2
O -2.58980 -0.84985 -10.40509 -0.1 0.3 -0.2
H -0.84960 -1.40229 -8.49695 0.0 0.0 0.0
H -1.15333 3.45210 -9.86791 0.0 0.0 0.0
H 1.09726 2.41535 -7.31170 0.0 0.0 0.0
H -3.09734 -0.31973 -11.05087 0.0 0.0 0.0
C -2.46169 -3.03194 5.11887 0.0 -0.1 -0.2
C -2.43810 -2.72577 6.42136 0.2 0.2 -0.3
C -3.29292 -3.45063 7.41878 -0.4 -0.4 0.0
O -3.20887 -3.13445 8.59056 0.2 0.2 0.0
C -4.18394 -4.49510 6.93104 0.1 0.1 0.2
C -4.20951 -4.79889 5.62767 -0.2 -0.2 0.3
C -3.33520 -4.09138 4.63392 0.4 0.4 0.0
O -3.39610 -4.43067 3.46728 -0.2 -0.2 0.0
O -5.00266 -5.74048 5.12697 0.2 0.1 -0.3
O -1.66127 -1.76754 6.91849 -0.1 -0.1 0.3
H -1.84977 -2.51676 4.39207 0.0 0.0 0.0
H -4.80727 -4.99963 7.65556 0.0 0.0 0.0
H -4.82343 -5.75945 4.16606 0.0 0.0 0.0
H -1.83429 -1.75340 7.88045 0.0 0.0 0.0
C 3.54438 1.94425 6.22904 0.2 -0.1 0.2
C 2.71098 1.83619 5.18621 0.2 0.5 0.1
C 2.02065 0.54706 4.86081 0.0 -0.5 0.2
O 1.27067 0.54430 3.90344 0.2 -0.2 0.1
C 2.28903 -0.61511 5.69558 -0.1 0.1 -0.2
C 3.12346 -0.50833 6.73719 -0.2 -0.3 -0.1
C 3.79883 0.78907 7.07930 0.0 0.6 -0.2
O 4.53145 0.81847 8.05007 0.0 -0.3 0.1
O 3.40960 -1.53226 7.53369 0.2 0.2 0.1
O 2.43613 2.85178 4.37343 -0.1 -0.4 -0.1
H 4.04729 2.86847 6.47577 0.0 0.0 0.0
H 1.79542 -1.54228 5.44001 0.0 0.0 0.0
H 4.03174 -1.18642 8.20404 0.0 0.0 0.0
H 1.79571 2.51446 3.70778 -0.1 0.1 0.0
```
Positions in Å, forces in eV/Å.

## Properties
LUMO = -1.51 eV
SMILES string = CCC[C@]1([PH2]=S)NC(=O)[C@@H](CON=O)[C@H]1[C@@H](I)CC.O=C1C=C(O)C(=O)C=C1O.O=C1C=C(O)C(=O)C=C1O.O=C1C=C(O)C(=O)C=C1O
Charge = 0
E = -3399.48608 Eh
HOMO-LUMO gap = 7.179 eV



C19H32AsF4MnN3O as an isolated structure. Source: OMol25; level of theory: ωB97M-V/def2-TZVPD.

The geometry in XYZ format:
```
61
Properties=species:S:1:pos:R:3:forces:R:3
Mn -2.90484 -14.11436 7.76240 -0.5 -0.3 -0.4
C -2.93073 -11.56302 9.73214 -1.5 -1.1 1.1
N -3.14608 -13.01905 9.72970 1.0 -1.0 -0.7
C -4.48139 -13.44329 10.18698 0.2 0.3 0.5
C -2.01516 -13.63661 10.52937 -1.3 -0.2 0.0
C -2.06085 -15.20846 10.40621 1.6 2.4 -1.7
N -2.21797 -15.51898 8.96301 0.2 -1.4 0.7
C -2.12213 -16.86435 8.56514 0.3 2.0 -1.8
C -2.17077 -17.13956 7.18574 0.3 -0.1 0.0
F -2.33930 -16.08538 6.33467 0.0 0.4 -0.2
C -1.94640 -18.38018 6.60474 -0.4 0.6 0.8
F -1.90629 -18.45466 5.28893 0.0 -0.1 -0.9
C -1.83148 -19.49324 7.39508 0.1 -0.7 0.1
C -1.87540 -19.23855 8.76304 -0.1 -3.2 0.3
F -1.99381 -20.36070 9.57881 0.5 1.7 -0.7
C -1.88328 -17.99859 9.30739 -0.8 1.0 2.3
F -1.91124 -17.78188 10.65725 0.2 -1.1 -0.4
H -3.00035 -11.26722 10.76515 -0.1 0.6 0.7
H -3.74152 -11.08281 9.21239 0.0 0.4 -0.6
H -1.94172 -11.32049 9.43572 0.7 0.3 -0.9
H -4.52747 -14.51636 10.39637 0.1 0.3 -0.4
H -5.24752 -13.14838 9.49045 -0.1 -0.2 -0.7
H -4.78464 -12.93414 11.08572 0.2 0.3 0.8
H -2.15189 -13.30273 11.58282 0.2 -0.4 -0.4
H -1.12308 -13.12285 10.14898 0.1 -0.7 0.0
H -2.86959 -15.50108 11.02214 -0.6 -0.9 0.6
H -1.08428 -15.57773 10.72521 -0.3 -0.1 0.5
H -1.73077 -20.51895 6.97451 -0.2 1.0 0.5
N -6.42493 -15.96222 6.47845 -0.8 -1.1 -0.7
C -5.39701 -15.16750 6.70072 0.0 -0.5 0.5
O -4.70976 -15.26643 7.72648 0.5 0.1 0.4
C -5.06028 -14.15681 5.70119 0.1 1.1 -0.5
C -4.14853 -13.15240 6.38019 -0.9 1.7 0.9
H -6.51969 -16.86326 6.93546 0.1 0.4 0.3
H -6.81378 -15.94019 5.54949 -0.2 0.1 0.0
H -5.93758 -13.75304 5.16891 0.0 0.2 0.5
H -4.54443 -14.62825 4.90071 0.7 -0.9 -0.7
H -4.85596 -12.58152 7.12040 1.6 -0.4 -1.2
H -3.64787 -12.47536 5.65700 -0.6 -0.3 0.6
C -1.82931 -13.08107 3.56679 0.7 -0.4 1.4
C -0.73233 -13.55487 4.57852 0.9 0.4 -0.5
As -0.86572 -12.96513 6.45913 -1.5 0.2 0.5
C -1.20921 -11.04760 6.13972 0.2 -0.7 -2.3
C 0.08726 -10.52738 5.47101 -0.1 0.6 0.5
C 0.90903 -13.08202 7.34488 -2.2 -1.3 -0.7
C 1.13517 -14.51647 7.82480 -1.7 0.4 1.8
H -1.50254 -13.14985 2.56302 0.7 -0.6 -1.0
H -1.97359 -12.02379 3.65925 -0.6 0.6 0.4
H -2.75117 -13.65605 3.62309 -0.1 0.2 0.3
H 0.28550 -13.18884 4.26795 -1.0 -0.4 0.1
H -0.67782 -14.63551 4.64819 0.0 -0.2 -0.2
H -1.59813 -10.46942 6.90921 0.0 0.8 2.1
H -2.10507 -11.02635 5.46710 1.0 -0.1 0.0
H 0.94551 -10.89766 6.04828 -0.1 0.1 -0.4
H 0.26445 -9.42770 5.42477 -0.7 -0.7 0.0
H 0.09259 -10.93643 4.46429 0.5 0.1 -0.1
H 0.79846 -12.36819 8.11796 -0.1 0.6 1.2
H 1.62122 -12.67494 6.69427 1.3 0.1 -1.0
H 0.26029 -14.91657 8.48935 1.3 0.8 -1.4
H 1.97167 -14.46529 8.48029 0.9 -0.3 0.5
H 1.33008 -15.22321 7.05167 0.1 -0.4 -0.7
```
Positions in Å, forces in eV/Å.

## Properties
2S+1 = 5
LUMO (alpha / beta) = -3.83 / -2.18 eV
Charge = +1
E = -4768.64602 Eh
ΔE to the lowest compared entry with this formula, charge and spin = 0.573 eV
HOMO-LUMO gap (alpha / beta) = 6.407 / 8.272 eV



Max |F|
In order: 2.23, 6.60, 2.85, 3.39
Unit: eV/A